A structure of composition C20H46CoOP4Se. Source: the OMol25 dataset; level of theory: ωB97M-V/def2-TZVPD.

## Properties
Total charge   +3
Spin multiplicity   5
HOMO level (spin up / spin down)   -16.4761 / -16.4705 eV
Lowest unoccupied orbital energy (spin up / spin down)   -0.339 / -0.466 Ha
⟨S²⟩   6.044
Energy relative to the best compared isomer or geometry (same formula, charge and spin)   0.0 kJ/mol

```
73
Properties=species:S:1:pos:R:3:forces:R:3
Co 0.13759 0.81913 0.24892 -0.5 0.0 0.3
P 0.32494 2.41041 1.70637 0.2 2.8 2.2
P -1.98859 0.60299 0.08264 -4.1 -0.4 0.6
P 2.02347 -0.09834 0.07950 4.3 -1.6 0.4
H -1.35902 -2.75131 -7.07494 0.0 -0.5 0.0
C -0.55471 -3.44160 -6.80312 0.0 -1.3 0.7
C -0.62667 -4.18886 -5.66636 -0.2 0.9 -1.2
H -1.57003 -4.24613 -5.09424 0.6 0.4 -0.2
C 0.45242 4.04011 0.89781 0.1 -0.1 -0.4
C -0.99656 2.76110 2.90349 -0.4 -0.3 0.3
C 1.75127 2.48768 2.82626 0.3 -0.4 0.2
C -2.67072 -0.51948 -1.18723 0.1 -0.1 -0.3
C -2.93595 0.12463 1.57634 0.6 -0.1 0.2
C -2.79321 2.23154 -0.22734 0.5 0.2 -0.4
C 2.37095 -1.37645 -1.18189 -0.3 -0.2 -0.3
C 2.87947 -0.69435 1.58686 -0.5 -0.3 0.5
C 3.23450 1.24533 -0.26217 -0.4 0.3 -0.5
H 0.22889 -3.56938 -7.57954 -0.2 0.3 0.9
H 0.19844 -4.78787 -5.27806 -0.3 -0.1 -0.5
H 0.52773 4.80867 1.67779 0.0 -0.1 -0.2
H -0.43718 4.22809 0.28459 0.2 0.1 0.1
H 1.34949 4.07281 0.26761 -0.2 0.2 0.1
H -0.70067 3.64171 3.49612 0.0 -0.3 -0.3
H -1.10813 1.89571 3.56735 0.0 0.2 -0.1
H -1.95392 2.98226 2.42322 0.2 -0.1 0.2
H 1.71281 3.45558 3.34816 -0.1 -0.3 -0.2
H 2.70799 2.42926 2.30298 -0.2 0.0 0.2
H 1.68010 1.67862 3.56356 0.0 0.1 -0.2
H -3.76863 -0.47458 -1.21460 0.3 0.1 0.2
H -2.36247 -1.55007 -0.95829 -0.1 0.3 0.0
H -2.29811 -0.26710 -2.18612 -0.2 0.0 0.2
H -3.99143 0.37467 1.42917 0.2 -0.1 -0.1
H -2.53510 0.65893 2.44397 -0.2 -0.2 -0.2
H -2.80772 -0.94355 1.76696 -0.1 0.2 0.0
H -3.88145 2.09512 -0.21598 0.3 -0.1 -0.1
H -2.47553 2.64479 -1.19297 -0.2 0.0 0.1
H -2.53479 2.96097 0.55134 -0.1 -0.3 -0.2
H 3.41935 -1.70623 -1.14411 -0.3 0.2 0.1
H 2.16301 -1.00505 -2.19457 0.1 0.0 0.3
H 1.72051 -2.24759 -1.01504 0.2 0.2 0.0
H 3.81869 -1.18723 1.29530 -0.3 0.1 0.0
H 2.24201 -1.38600 2.15375 0.3 0.1 -0.2
H 3.12321 0.15771 2.24397 -0.2 -0.4 -0.3
H 4.24279 0.81820 -0.29798 -0.2 0.0 -0.1
H 3.20671 1.98978 0.54199 0.0 -0.2 -0.3
H 2.98692 1.74415 -1.20690 0.4 -0.1 0.2
C 0.33896 1.10341 -3.72826 0.1 1.2 1.3
C -0.06991 -0.22138 -3.55194 -0.1 -1.7 -0.8
C -0.04886 -1.08323 -4.66623 -0.3 0.6 2.3
C 0.39048 -0.60327 -5.91270 0.0 -0.5 -0.1
C 0.70347 0.75005 -6.08315 0.2 1.0 0.5
C 0.68303 1.63493 -4.99754 0.1 -0.5 -1.0
Se 0.45070 2.22956 -2.16532 -0.5 -1.2 -1.3
H -0.16021 0.93949 -1.35164 0.2 1.0 -1.2
H -0.36175 -0.55901 -2.53503 0.3 -0.1 -1.1
H -0.35739 -2.12308 -4.51297 0.2 0.4 -0.4
H 0.49590 -1.32613 -6.74164 -0.1 0.6 0.5
H 0.98243 1.06355 -7.08407 0.0 0.3 0.2
H 0.93919 2.69307 -5.07429 0.0 -0.4 -0.3
C 0.34870 -3.07587 3.80899 0.0 0.0 -0.3
P -0.46819 -1.54621 4.26921 0.1 0.6 0.4
C -2.18272 -2.04100 4.67002 0.4 0.3 0.1
C 0.49992 -1.01900 5.73148 -0.5 0.0 -0.2
O -0.43462 -0.43180 3.23388 0.2 -0.3 -0.4
H 0.18974 -3.79313 4.61910 0.1 -0.1 -0.1
H 1.42239 -2.91433 3.67993 -0.1 0.0 0.1
H -0.06008 -3.47256 2.87709 0.0 -0.1 0.1
H -2.19045 -2.72573 5.53067 -0.1 0.2 -0.3
H -2.79544 -1.15604 4.89672 0.3 -0.3 0.0
H -2.62015 -2.54375 3.79582 0.2 0.0 0.2
H 1.55880 -1.07323 5.44954 -0.2 -0.1 0.1
H 0.27999 0.03499 5.95352 -0.1 -0.4 0.1
H 0.31339 -1.65905 6.60427 0.1 0.3 -0.2
```
Forces are in eV/Å.

=====

A structure of composition C20H46InO3P4S. Source: the OMol25 dataset; level of theory: ωB97M-V/def2-TZVPD.

## Properties
Total charge   +3
Spin multiplicity   1
HOMO level   -14.5095 eV
Lowest unoccupied orbital energy   -0.398 Ha
Energy relative to the best compared isomer or geometry (same formula, charge and spin)   0.0 kJ/mol

```
75
Properties=species:S:1:pos:R:3:forces:R:3
In -0.55725 -0.27023 0.12128 -0.8 0.6 -0.8
P -2.69427 0.34899 -1.28072 -1.1 0.3 -0.6
P -1.26598 -1.85100 2.03291 0.3 -0.6 1.0
P 0.51337 -1.85236 -1.54597 0.8 -0.6 -0.4
H 1.43062 1.84612 1.05429 0.1 0.2 -0.4
C 1.60546 1.51096 0.02407 -0.4 -0.8 0.4
C 0.94475 2.04993 -1.02731 -0.4 -0.1 0.2
H 0.21861 2.85796 -0.89525 0.2 -0.2 0.1
C -3.76332 1.72931 -0.80412 0.1 0.3 0.4
C -3.85471 -1.06557 -1.29509 0.4 -0.3 0.3
C -2.41393 0.66495 -3.06113 0.6 -0.1 0.1
C 0.19246 -2.14985 3.08257 0.1 0.2 -0.2
C -2.61349 -1.49746 3.19201 -0.3 0.6 -0.2
C -1.70908 -3.47636 1.31306 0.0 0.3 -0.5
C 1.39597 -1.02861 -2.90414 0.0 0.4 0.0
C -0.65483 -3.00858 -2.32146 -0.4 0.0 0.1
C 1.68376 -2.84516 -0.55887 0.0 0.0 0.2
H 2.39207 0.74918 -0.08770 -0.2 0.4 -0.2
H 1.12857 1.77038 -2.06582 0.2 -0.1 0.3
H -3.21207 2.67509 -0.88418 -0.1 -0.2 0.0
H -4.09524 1.61682 0.23592 0.1 0.0 -0.2
H -4.63597 1.75829 -1.47695 0.3 -0.1 0.1
H -4.24197 -1.23445 -0.28218 0.0 0.0 -0.2
H -3.36410 -1.98294 -1.64749 -0.2 0.2 0.0
H -4.69148 -0.82101 -1.96284 0.2 0.0 0.2
H -1.85402 1.60239 -3.18096 -0.2 -0.2 -0.1
H -3.38893 0.76336 -3.55958 0.2 0.0 0.2
H -1.84614 -0.15199 -3.53118 -0.2 0.3 0.1
H -0.04151 -2.95806 3.78864 0.1 0.2 -0.1
H 0.42586 -1.22727 3.63303 -0.1 -0.3 0.0
H 1.06731 -2.42018 2.47423 -0.3 0.0 0.2
H -2.74331 -2.36601 3.85563 0.2 0.2 -0.2
H -3.55226 -1.31299 2.65286 0.2 -0.1 0.1
H -2.38981 -0.59567 3.77754 0.0 -0.3 -0.1
H -2.04470 -4.11855 2.13776 0.1 0.1 -0.2
H -0.85658 -3.94651 0.80281 -0.3 0.1 0.3
H -2.52965 -3.35910 0.58753 0.2 -0.1 0.3
H 1.93536 -1.75217 -3.53306 -0.2 0.1 0.3
H 2.12451 -0.30739 -2.50998 -0.1 -0.4 0.0
H 0.68844 -0.46838 -3.53059 0.0 -0.3 0.1
H -0.10714 -3.75718 -2.91043 0.0 0.2 0.1
H -1.34499 -2.47063 -2.98584 0.3 -0.1 0.1
H -1.25621 -3.53043 -1.56729 0.2 0.1 -0.1
H 2.25123 -3.54404 -1.18896 -0.2 0.2 0.1
H 1.17077 -3.41150 0.23215 0.0 0.1 -0.4
H 2.39171 -2.17240 -0.05452 -0.2 -0.1 -0.2
C 6.13197 -1.08678 -1.78160 1.9 0.6 0.1
C 7.16320 -1.72783 -1.06366 -0.4 0.4 -0.2
C 8.42202 -1.12304 -0.97735 0.0 0.1 -0.1
C 8.67839 0.07959 -1.64850 -0.4 0.1 -0.1
C 7.68151 0.67305 -2.43945 0.0 -0.3 0.0
C 6.42318 0.07465 -2.53041 -0.2 -0.3 0.5
S 4.50655 -1.70097 -1.87818 -1.2 -0.8 0.6
H 4.18857 -2.15309 -0.60060 1.1 0.5 -0.9
H 6.95681 -2.68243 -0.58294 0.1 0.2 0.0
H 9.21568 -1.57750 -0.37185 -0.4 0.1 -0.3
H 9.64996 0.57186 -1.56185 -0.3 -0.3 0.0
H 7.86200 1.61098 -2.98047 0.0 -0.5 0.2
H 5.63978 0.49964 -3.16333 0.3 0.0 0.3
C -4.71724 1.56380 3.25183 -0.2 -0.1 0.3
O -3.45340 1.64957 2.56687 0.9 0.2 -0.3
P -2.20400 2.59207 3.17591 -1.4 0.9 0.2
O -2.97003 4.00028 3.44813 0.6 -0.9 -0.1
C -3.82613 4.64378 2.48666 -0.2 0.2 -0.1
O -1.49265 2.86792 1.70261 -0.1 -0.6 -0.4
C -0.74998 4.07638 1.46147 0.3 0.3 0.1
H -5.15673 0.59687 2.97483 0.1 0.3 0.1
H -5.39673 2.36011 2.90866 0.3 -0.2 0.2
H -4.60198 1.60396 4.35102 -0.1 0.1 -0.5
H -3.89828 4.09256 1.53763 0.1 0.0 0.3
H -4.82563 4.72119 2.92961 0.3 0.1 -0.1
H -3.42216 5.64146 2.28216 -0.2 -0.2 0.1
H -1.23508 4.62017 0.63710 0.2 -0.1 0.4
H -0.68025 4.72631 2.35660 -0.2 -0.4 -0.5
H 0.27274 3.79571 1.16441 -0.3 0.2 0.1
```
Forces are in eV/Å.

=====

A cluster of 3 separate species, C20H46N2O3 in total. Source: the OMol25 dataset; level of theory: ωB97M-V/def2-TZVPD.

## Properties
Total charge   0
Spin multiplicity   1
HOMO level   -9.6376 eV
Lowest unoccupied orbital energy   0.021 Ha
SMILES string   C[C@@H](O)COC(=O)NCCCCN.CCCCCC.CCCCCC

```
71
Properties=species:S:1:pos:R:3:forces:R:3
C 1.63540 2.03253 -3.03558 0.0 0.8 -1.0
C 0.47984 1.34976 -3.89282 0.1 -0.8 0.7
O 0.91215 1.35600 -5.28758 -1.2 0.4 0.8
C 0.17459 -0.17646 -3.47312 0.5 0.9 0.5
O -0.70967 -0.70652 -4.52186 -1.9 0.3 1.7
C -1.78212 -1.44556 -3.96671 0.4 -4.9 0.8
O -1.54836 -2.64314 -3.65994 -0.8 3.8 -1.0
N -3.13745 -0.96118 -3.76214 2.6 1.9 -1.9
C -3.29285 0.50452 -4.09035 -1.4 0.1 0.5
C -3.03662 1.30621 -2.73378 -0.8 -0.2 0.1
C -3.57194 2.81342 -2.71940 0.7 0.2 -0.2
C -3.51677 3.57103 -4.12158 -0.7 0.9 0.1
N -2.15641 3.66305 -4.72388 -0.4 0.1 0.2
H 1.44252 2.06215 -1.91698 0.3 -0.3 -1.5
H 2.66058 1.58927 -3.30417 -1.6 0.4 0.6
H 1.68602 3.12889 -3.38661 -0.1 -1.6 0.6
H -0.49905 1.91507 -3.76915 1.3 -0.5 -0.2
H 0.10394 1.44571 -5.84222 0.9 -0.3 0.6
H -0.36283 -0.25204 -2.46155 0.8 0.3 -1.4
H 1.14166 -0.77461 -3.38946 -1.3 0.6 -0.4
H -3.83872 -1.53250 -4.24363 0.7 -0.1 0.4
H -2.66287 0.83949 -4.97523 -0.6 -0.5 1.2
H -4.38950 0.61463 -4.42472 1.6 0.1 0.6
H -3.62248 0.74642 -1.91546 1.0 0.7 -1.3
H -1.94024 1.22233 -2.43787 -1.4 0.3 -0.5
H -4.64137 2.86222 -2.33230 1.3 -0.2 -0.6
H -2.93189 3.38996 -1.96239 -0.9 -0.7 -1.1
H -4.26976 3.16083 -4.88683 0.8 0.3 1.3
H -3.84963 4.65604 -3.92367 0.4 -1.6 -0.3
H -2.07228 4.49606 -5.32938 -0.1 -0.9 0.4
H -1.92193 2.81802 -5.25442 -0.2 0.6 0.1
C -0.53416 1.65208 0.29480 0.1 0.0 -0.1
C 0.10893 0.70745 1.30113 -0.1 -0.1 0.0
C -0.39034 0.91433 2.73205 0.1 -0.1 0.1
C -0.09712 2.29052 3.33553 -0.1 0.1 -0.1
C 1.37923 2.68689 3.37342 -0.1 0.0 0.1
C 2.23105 1.76146 4.23280 0.1 0.0 -0.1
H -0.29237 2.69587 0.50860 -0.1 0.0 0.0
H -0.17301 1.42926 -0.71271 -0.1 0.1 0.1
H -1.62203 1.54123 0.29536 0.0 0.0 0.0
H 1.19770 0.80860 1.25673 0.0 0.0 0.0
H -0.11586 -0.32258 1.00332 0.1 0.0 0.0
H 0.04346 0.13683 3.37010 0.0 0.0 0.0
H -1.47392 0.75114 2.75575 0.0 0.0 0.0
H -0.49595 2.31086 4.35621 0.0 0.0 0.0
H -0.65169 3.05626 2.78272 0.0 0.0 0.0
H 1.45439 3.70205 3.77727 0.0 0.0 -0.1
H 1.79124 2.72896 2.36041 0.0 0.0 0.0
H 1.85967 1.73286 5.26100 0.0 -0.1 -0.1
H 3.26453 2.11684 4.25848 0.0 -0.1 0.0
H 2.24167 0.74188 3.84068 0.0 0.0 0.1
C -0.12054 -3.42550 2.09611 0.0 -0.1 -0.2
C 0.53647 -4.44559 3.01558 -0.1 0.1 0.1
C 1.26769 -3.80992 4.19964 0.1 -0.1 0.0
C 2.43675 -2.89196 3.83116 -0.1 0.1 -0.1
C 3.53852 -3.53953 2.99162 0.0 0.1 0.1
C 4.23684 -4.69400 3.69848 0.1 -0.1 -0.1
H 0.61780 -2.76945 1.62904 -0.1 0.0 0.0
H -0.66284 -3.93497 1.29538 0.0 0.1 0.0
H -0.83467 -2.80697 2.64680 0.1 0.0 0.0
H 1.21837 -5.07644 2.43760 0.0 0.0 0.0
H -0.23986 -5.11184 3.40699 0.1 0.0 0.0
H 1.62466 -4.60736 4.85992 0.0 0.1 0.0
H 0.54830 -3.23133 4.79054 0.0 0.0 0.0
H 2.87748 -2.50704 4.75809 0.0 0.0 0.0
H 2.05641 -2.01574 3.29454 0.0 0.0 0.0
H 4.28617 -2.77541 2.75376 -0.1 0.0 0.0
H 3.13787 -3.88472 2.03364 0.0 0.0 0.0
H 4.67838 -4.36307 4.64269 -0.1 0.0 0.0
H 5.04080 -5.08833 3.07145 0.0 0.0 0.1
H 3.54802 -5.51527 3.90813 0.0 0.0 0.0
```
Forces are in eV/Å.

=====

| no. | energy (Eh) |
| --- | --- |
| 1 | -6013.47337 |
| 2 | -2968.16556 |
| 3 | -1124.80215 |